Entry 1:
Entry from the OMol25 dataset: the molecule C20H24N4O5S2 (ωB97M-V with the def2-TZVPD basis set).

Its lowest unoccupied orbital energy is 0.0224 hartree. The molecular weight is 464.57 Da. The structure (SMILES) is CCOCCn1/c(=N/C(=O)CSCC(=O)Nc2cc(C)on2)sc2cc(OC)ccc21. The value obtained for the highest occupied orbital energy is -7.901 eV. Its energy above the lowest of the compared OMol25 structures with the same formula, charge and spin is 0.0 kcal/mol. Its total charge is 0. The calculation puts the energy at -2168.1259 a.u.

```
55
Properties=species:S:1:pos:R:3:forces:R:3
C -0.0730 5.9012 0.4531 -0.002 -0.428 -0.142
C 0.0684 4.6858 -0.4608 0.079 0.294 -0.079
O -0.5224 3.5125 0.0489 -0.129 -0.228 0.131
C 0.1307 2.9494 1.1609 -0.042 -0.144 0.063
C -0.4202 1.5357 1.3616 0.084 0.604 0.168
N -0.1402 0.7061 0.2155 -0.159 0.187 -0.064
C -1.0973 0.3805 -0.6609 -0.226 -0.382 -0.620
N -2.3507 0.6797 -0.4852 0.008 0.554 0.451
C -3.1918 0.2318 -1.4422 -0.058 0.253 -0.018
O -2.8324 -0.3723 -2.4464 -0.553 -0.107 -0.294
C -4.6436 0.4992 -1.1442 -0.189 -0.410 0.057
S -5.1812 -0.5024 0.2769 -0.277 -0.060 -0.060
C -4.8215 -2.1717 -0.3455 -0.164 0.438 -0.015
C -3.3747 -2.6315 -0.2382 -0.251 0.106 0.142
O -2.9413 -3.5027 -0.9507 0.123 -0.276 -0.199
N -2.6698 -2.0257 0.7593 -0.066 0.198 0.434
C -1.3465 -2.2545 1.0496 0.976 -0.330 0.224
C -0.4470 -3.1670 0.4371 0.411 0.134 0.339
C 0.7193 -2.9696 1.1156 -0.667 -0.070 -0.352
C 2.0602 -3.5916 0.9993 -0.069 0.044 0.097
O 0.5368 -2.0225 2.0528 0.586 -0.452 -0.126
N -0.7497 -1.5793 2.0068 -1.163 0.330 0.052
S -0.4962 -0.5568 -2.0152 0.676 -0.051 0.108
C 1.1069 -0.5148 -1.2984 -0.130 0.250 0.273
C 2.2572 -1.1122 -1.7692 0.153 0.055 0.140
C 3.4340 -0.9940 -1.0311 -0.242 0.101 0.038
O 4.5220 -1.6230 -1.5546 -0.202 -0.052 -0.163
C 5.7477 -1.5442 -0.8679 0.163 0.004 0.086
C 3.4310 -0.2809 0.1697 0.309 -0.175 -0.168
C 2.2760 0.3192 0.6387 -0.387 0.086 -0.092
C 1.1076 0.2090 -0.0989 0.723 -0.344 -0.288
H -1.1157 6.0355 0.7293 -0.105 0.058 0.038
H 0.2705 6.7891 -0.0701 0.054 0.129 -0.022
H 0.5181 5.7834 1.3583 0.047 0.056 0.101
H 1.1334 4.5048 -0.6785 -0.124 -0.012 -0.036
H -0.4549 4.8671 -1.4027 0.142 0.018 0.034
H -0.0571 3.5331 2.0736 0.066 -0.081 -0.054
H 1.2168 2.9211 0.9803 -0.075 0.029 0.056
H -1.5059 1.5862 1.4498 0.144 -0.060 0.118
H 0.0057 1.0729 2.2540 -0.081 -0.001 -0.025
H -5.2693 0.2551 -2.0024 0.091 0.096 0.007
H -4.7848 1.5328 -0.8349 -0.001 0.018 -0.026
H -5.1374 -2.2431 -1.3866 0.093 -0.129 0.060
H -5.4364 -2.8491 0.2511 0.032 -0.018 -0.063
H -3.1166 -1.2757 1.2781 0.027 -0.049 -0.226
H -0.6606 -3.8325 -0.3697 0.020 -0.152 -0.164
H 2.4226 -3.5097 -0.0230 0.070 0.019 -0.021
H 2.7495 -3.0887 1.6718 0.115 -0.002 -0.003
H 2.0087 -4.6471 1.2613 0.042 -0.040 0.040
H 2.2598 -1.6711 -2.6899 0.041 -0.115 -0.165
H 6.4585 -2.1039 -1.4734 -0.006 0.049 0.082
H 6.0912 -0.5093 -0.7732 -0.023 -0.029 0.015
H 5.6833 -2.0000 0.1256 -0.001 0.033 -0.019
H 4.3310 -0.1905 0.7559 0.107 -0.010 0.035
H 2.2916 0.8466 1.5786 0.012 0.065 0.117
```
Forces are in eV/Å.



Entry 2:
Entry from the OMol25 dataset: a cluster of 2 separate species, C4H11N2S in total (ωB97M-V with the def2-TZVPD basis set).

Its lowest unoccupied orbital energy is 0.1496 hartree. The molecular weight is 119.21 Da. The value obtained for the highest occupied orbital energy is -2.774 eV. Its energy above the lowest of the compared OMol25 structures with the same formula, charge and spin is 39.5 kcal/mol. Its total charge is -1. The calculation puts the energy at -666.6837 a.u.

```
18
Properties=species:S:1:pos:R:3:forces:R:3
C 0.0772 -2.3040 0.9259 0.710 -0.702 0.680
C 1.3492 -1.4440 0.4899 -1.118 -1.112 0.540
S 0.9257 -0.3282 -0.8617 0.217 -0.075 -0.444
N -0.5679 -3.0290 -0.1994 1.126 -0.180 -1.046
H -0.7061 -1.6791 1.3596 0.128 0.505 -0.290
H 0.2969 -2.9961 1.8151 0.100 0.450 -1.350
H 2.1398 -2.1739 0.2116 -0.226 0.419 0.160
H 1.6790 -0.8555 1.3539 0.105 -0.237 0.052
H -0.0411 -3.8904 -0.5160 -0.431 1.334 0.866
H -0.3992 -2.3530 -0.9950 -0.452 -0.658 0.745
C -0.5544 2.9521 -1.4450 1.813 2.147 0.910
C -0.6914 2.2407 0.8104 0.792 0.349 0.157
N -0.9569 3.1464 -0.0463 -1.039 -0.853 -0.045
H -1.4205 2.7516 -2.0253 -0.787 -0.830 -0.380
H 0.2638 2.2277 -1.5089 -0.275 -0.030 -0.518
H -0.2554 3.9766 -1.8567 0.066 -1.236 0.576
H -1.2263 2.3394 1.7739 0.465 0.030 -0.195
H 0.0877 1.4189 0.7140 -1.194 0.676 -0.419
```
Forces are in eV/Å.



Entry 3:
Entry from the OMol25 dataset: a structure of composition C29H36AuBrF2N2O2Si (ωB97M-V with the def2-TZVPD basis set).

Its lowest unoccupied orbital energy is -0.1020 hartree. The molecular weight is 787.57 Da. The value obtained for the highest occupied orbital energy is -7.702 eV. Its energy above the lowest of the compared OMol25 structures with the same formula, charge and spin is 128.3 kcal/mol. Its total charge is 0. The calculation puts the energy at -4585.3936 a.u.

```
74
Properties=species:S:1:pos:R:3:forces:R:3
Au 0.2347 0.1704 -0.1087 1.816 -0.666 -0.148
F -3.5977 1.2116 3.2341 -0.097 0.046 0.073
C -2.3539 0.7367 3.1288 0.264 0.112 0.031
C -1.8004 0.6071 1.9198 -0.153 0.229 -0.584
C -0.4991 -0.0408 1.8631 -1.135 -0.250 0.619
C 0.3254 -0.3010 3.0924 1.005 0.818 -0.300
C -0.3677 0.1203 4.3293 -0.406 0.009 -0.008
F 0.3022 0.2128 5.4604 0.113 -0.062 0.012
C -1.6604 0.4931 4.3535 0.010 -0.065 -0.002
C 2.4207 -1.2258 1.9639 0.057 0.153 0.029
C 3.2627 -2.2925 2.2628 0.098 -0.019 -0.070
C 3.7762 -3.0604 1.2379 -0.025 0.041 0.010
C 3.4463 -2.7499 -0.0790 0.037 -0.024 0.023
C 2.6059 -1.6850 -0.2987 0.090 0.076 0.010
N 2.1112 -0.9400 0.7028 -0.652 0.009 0.012
H -2.2914 0.9733 1.0348 0.021 -0.123 0.183
H -2.1352 0.7447 5.2920 0.027 0.035 -0.018
H 3.4632 -2.4615 3.3114 -0.031 0.024 0.029
H 4.4276 -3.8979 1.4557 -0.020 0.010 -0.009
H 3.8183 -3.3270 -0.9143 0.013 0.024 0.016
H 2.3184 -1.4014 -1.3055 -0.032 -0.053 0.034
Br 2.8018 4.3572 0.6186 0.036 0.015 0.003
C 2.8543 3.2007 2.1208 -0.006 -0.017 -0.078
C 3.3234 3.6605 3.3362 0.038 -0.121 0.180
N 3.3632 2.8745 4.4106 -0.039 -0.036 -0.062
C 2.9258 1.6178 4.2987 0.055 0.193 -0.098
C 2.4339 1.0729 3.1139 -0.123 0.038 -0.060
C 2.4139 1.8967 1.9965 -0.043 -0.073 0.066
C 1.9058 -0.3974 3.1862 0.148 -0.319 0.203
O 2.2541 -0.9975 4.2991 -0.054 -0.082 -0.040
O -0.3691 -1.3160 2.3241 -0.046 -0.220 -0.425
H 3.6829 4.6774 3.4499 -0.035 -0.022 -0.016
H 2.9597 0.9863 5.1756 0.000 -0.039 -0.002
H 2.0734 1.5378 1.0345 0.030 0.082 0.016
C -3.5967 0.4451 -1.3348 -0.040 0.024 -0.103
C -2.5436 -0.0922 -2.3118 0.149 -0.037 -0.084
C -2.3317 -1.5729 -1.9484 -0.037 0.028 0.001
C -3.1184 -0.0118 -3.7356 -0.008 -0.038 0.033
Si -0.8944 0.9049 -2.1408 -1.123 0.449 0.477
C -1.1887 2.8072 -1.9915 0.015 -0.039 -0.058
C -1.6745 3.1578 -0.5741 0.020 0.001 -0.060
C 0.1226 3.5795 -2.2024 -0.022 -0.023 0.026
C -2.2186 3.3204 -3.0129 0.055 0.036 0.043
C 0.3946 0.4588 -3.5136 0.244 -0.167 0.331
C 0.0287 1.1236 -4.8474 0.014 0.007 0.005
C 0.4371 -1.0638 -3.7222 0.006 0.063 -0.062
C 1.8161 0.9091 -3.1123 -0.102 0.013 -0.089
H -4.5010 -0.1693 -1.4095 0.034 0.011 0.008
H -3.8837 1.4744 -1.5481 -0.017 -0.035 0.025
H -3.2494 0.3865 -0.3040 -0.148 -0.080 -0.132
H -3.2969 -2.0921 -1.9749 0.035 0.025 0.004
H -1.9238 -1.6839 -0.9394 -0.039 -0.009 -0.021
H -1.6658 -2.0875 -2.6384 -0.039 -0.012 0.043
H -4.0889 -0.5207 -3.7659 0.033 0.010 0.003
H -2.4724 -0.5053 -4.4641 -0.042 0.009 0.013
H -3.2769 1.0182 -4.0612 -0.002 -0.056 -0.012
H -0.9009 2.9492 0.1703 -0.028 0.024 -0.024
H -2.5754 2.6153 -0.2871 0.010 0.094 -0.020
H -1.9016 4.2294 -0.5262 0.010 -0.049 0.005
H 0.9237 3.2110 -1.5547 -0.054 0.062 -0.022
H -0.0380 4.6349 -1.9536 0.005 -0.042 -0.001
H 0.4650 3.5392 -3.2374 0.005 0.021 0.040
H -3.2206 2.9359 -2.8197 0.028 0.015 -0.032
H -1.9482 3.0645 -4.0402 -0.022 0.026 0.029
H -2.2721 4.4133 -2.9487 -0.005 -0.030 -0.010
H -0.9530 0.8159 -5.2096 0.048 0.021 -0.004
H 0.7688 0.8303 -5.6015 -0.026 0.010 0.013
H 0.0415 2.2116 -4.7826 0.007 -0.029 -0.023
H -0.4760 -1.4342 -4.1889 0.037 -0.009 0.026
H 0.5822 -1.6090 -2.7851 0.007 -0.012 -0.042
H 1.2693 -1.3152 -4.3892 -0.024 0.018 0.014
H 1.9364 1.9888 -3.1614 0.013 -0.026 0.037
H 2.5454 0.4645 -3.7987 -0.017 0.005 0.030
H 2.0852 0.5997 -2.0966 0.058 0.000 -0.038
```
Forces are in eV/Å.